{"formula": "C60H61BrN", "method": "wB97M-V/def2-TZVPD", "orbital_gap_ha": 0.1955, "e_homo_ev": -10.22, "charge": 1, "energy_ev": -134722.119, "elements": ["Br", "C", "C", "C", "N", "C", "C", "C", "C", "C", "C", "C", "C", "C", "H", "H", "H", "H", "H", "H", "H", "H", "H", "H", "H", "H", "H", "C", "C", "C", "C", "C", "C", "H", "H", "H", "H", "H", "H", "C", "C", "C", "C", "C", "C", "H", "H", "H", "H", "H", "H", "C", "C", "C", "C", "C", "C", "H", "H", "H", "H", "H", "H", "C", "C", "C", "C", "C", "C", "H", "H", "H", "H", "H", "H", "C", "C", "C", "C", "C", "C", "H", "H", "H", "H", "H", "H", "C", "C", "C", "C", "C", "C", "H", "H", "H", "H", "H", "H", "C", "C", "C", "C", "C", "C", "H", "H", "H", "H", "H", "H", "C", "C", "C", "C", "C", "C", "H", "H", "H", "H", "H", "H"], "xyz": [[1.492, -0.117, 1.330], [1.187, 1.207, 2.840], [1.571, 2.755, 2.436], [0.939, 3.257, 0.998], [-0.565, 3.476, 1.267], [-0.989, 4.833, 1.785], [-2.587, 5.122, 2.124], [-3.625, 3.870, 1.878], [-5.221, 4.074, 2.236], [-6.195, 2.753, 2.000], [-5.633, 1.294, 1.411], [-4.014, 1.118, 1.037], [-3.074, 2.437, 1.301], [-1.469, 2.294, 0.992], [0.015, 1.148, 3.060], [1.698, 0.844, 3.853], [1.060, 3.443, 3.267], [2.728, 2.989, 2.455], [1.429, 4.298, 0.679], [1.130, 2.529, 0.101], [-0.165, 5.658, 1.930], [-2.950, 6.180, 2.519], [-5.590, 5.114, 2.647], [-7.343, 2.911, 2.275], [-6.382, 0.399, 1.246], [-3.644, 0.076, 0.622], [-1.029, 1.269, 0.607], [3.516, -3.773, 1.543], [2.960, -2.987, 0.533], [3.006, -3.418, -0.792], [3.599, -4.641, -1.108], [4.151, -5.429, -0.098], [4.114, -4.993, 1.227], [3.483, -3.436, 2.575], [2.492, -2.038, 0.780], [2.579, -2.803, -1.579], [3.630, -4.979, -2.140], [4.612, -6.382, -0.344], [4.549, -5.605, 2.012], [-8.963, -4.339, 0.932], [-9.987, -3.820, 1.723], [-9.766, -2.675, 2.489], [-8.522, -2.044, 2.456], [-7.499, -2.561, 1.662], [-7.717, -3.711, 0.904], [-9.134, -5.233, 0.338], [-10.958, -4.308, 1.743], [-10.563, -2.275, 3.110], [-8.351, -1.150, 3.049], [-6.530, -2.068, 1.636], [-6.918, -4.117, 0.290], [-12.807, -1.822, 0.494], [-13.515, -1.781, 1.695], [-14.865, -1.434, 1.698], [-15.511, -1.135, 0.498], [-14.803, -1.179, -0.704], [-13.451, -1.518, -0.705], [-11.753, -2.089, 0.493], [-13.013, -2.021, 2.630], [-15.415, -1.396, 2.635], [-16.564, -0.869, 0.499], [-15.307, -0.948, -1.639], [-12.899, -1.547, -1.641], [4.698, 6.074, -1.175], [3.899, 6.117, -0.033], [4.334, 5.512, 1.146], [5.574, 4.872, 1.185], [6.374, 4.833, 0.043], [5.935, 5.430, -1.138], [4.357, 6.543, -2.095], [2.937, 6.621, -0.062], [3.709, 5.539, 2.034], [5.915, 4.405, 2.105], [7.341, 4.336, 0.075], [6.556, 5.395, -2.028], [3.412, -8.730, 2.183], [3.717, -9.844, 1.401], [4.843, -10.614, 1.691], [5.659, -10.276, 2.771], [5.352, -9.164, 3.555], [4.231, -8.389, 3.259], [2.537, -8.128, 1.954], [3.077, -10.111, 0.563], [5.084, -11.477, 1.077], [6.534, -10.879, 3.000], [5.987, -8.902, 4.398], [3.995, -7.520, 3.867], [5.888, 8.454, -5.553], [5.180, 8.494, -4.352], [3.829, 8.842, -4.349], [3.184, 9.140, -5.549], [3.891, 9.096, -6.751], [5.244, 8.757, -6.752], [6.941, 8.186, -5.554], [5.681, 8.255, -3.417], [3.279, 8.879, -3.412], [2.130, 9.406, -5.548], [3.387, 9.327, -7.686], [5.796, 8.729, -7.688], [4.194, 12.931, -0.426], [3.638, 13.717, -1.435], [3.684, 13.286, -2.761], [4.277, 12.063, -3.076], [4.830, 11.276, -2.066], [4.792, 11.711, -0.742], [4.161, 13.269, 0.607], [3.170, 14.666, -1.188], [3.257, 13.902, -3.548], [4.309, 11.725, -4.108], [5.290, 10.322, -2.312], [5.227, 11.099, 0.044], [4.794, -14.223, -0.337], [4.238, -13.437, -1.346], [4.284, -13.868, -2.671], [4.877, -15.091, -2.987], [5.430, -15.879, -1.977], [5.392, -15.443, -0.653], [4.761, -13.885, 0.696], [3.770, -12.488, -1.099], [3.857, -13.252, -3.458], [4.909, -15.429, -4.019], [5.890, -16.832, -2.223], [5.827, -16.055, 0.133]]}